A) Here is an isolated ion of composition C2H3O3S2 and charge -1 from OMol25. Energies are from ωB97M-V/def2-TZVPD.

The HOMO energy comes out at -4.217 eV. Its charge is -1. Its gap between HOMO and LUMO is 7.37 eV. For the LUMO energy, the calculation gives 3.157 eV. Its SMILES is O=C([O-])[C@H](O)SS.

Cartesian coordinates (Å):
O -1.980 0.235 -0.639
C -1.458 0.477 0.449
O -1.918 0.849 1.502
C 0.130 0.253 0.278
O 0.357 0.429 -1.104
S 0.486 -1.304 0.868
S 2.250 -1.792 -0.052
H 0.631 1.034 0.881
H -0.636 0.486 -1.454
H 2.138 -0.669 -0.729

natural (NBO) population analysis, charges in e, atoms 1 to 4: -0.76 0.77 -0.71 -0.24

***

B) Here is an isolated ion of composition C2H3O3S2 and charge -1 from OMol25. Energies are from ωB97M-V/def2-TZVPD.

The HOMO energy comes out at -4.442 eV. Its charge is -1. Its gap between HOMO and LUMO is 8.08 eV. For the LUMO energy, the calculation gives 3.641 eV. Its SMILES is C=CSS(=O)(=O)[O-].

Cartesian coordinates (Å):
C -2.103 0.333 -0.307
C -0.945 0.124 0.269
S 0.421 1.154 -0.104
S 1.955 -0.304 0.093
O 1.546 -1.067 -1.065
O 1.900 -1.025 1.335
O 3.072 0.583 -0.059
H -3.003 -0.242 -0.026
H -2.111 1.295 -1.007
H -0.733 -0.851 0.871

natural (NBO) population analysis, charges in e, atoms 1 to 4: -0.48 -0.35 -0.08 2.31

***

C) Here is an isolated ion of composition C2H3O3S2 and charge -1 from OMol25. Energies are from ωB97M-V/def2-TZVPD.

The HOMO energy comes out at -4.178 eV. Its charge is -1. Its gap between HOMO and LUMO is 7.77 eV. For the LUMO energy, the calculation gives 3.592 eV.

Cartesian coordinates (Å):
C -0.161 0.485 -0.223
C 1.103 -0.031 0.539
O -4.178 -0.316 0.922
O -2.381 -1.367 -0.372
O 2.198 -0.018 0.043
S -1.996 1.590 -0.060
S -3.380 -0.281 -0.305
H 0.167 0.959 -1.142
H -0.708 -0.445 -0.433
H 0.905 -0.486 1.523

natural (NBO) population analysis, charges in e, atoms 1 to 4: -0.58 0.44 -0.99 -1.02

***

Least stable structure: C)

***

A) Here is one molecule with the formula C4H3NO2 from OMol25. Energies are from ωB97M-V/def2-TZVPD.

The HOMO energy comes out at -9.389 eV. Its charge is 0. Its gap between HOMO and LUMO is 9.70 eV. For the LUMO energy, the calculation gives 0.312 eV.

Cartesian coordinates (Å):
N -1.974 -0.309 1.575
C -1.155 0.242 0.859
C -0.217 0.882 0.191
C 1.077 0.159 -0.089
C 1.046 -0.481 -1.508
O 1.242 -1.067 0.351
O 0.996 -1.278 -2.331
H -2.696 -0.854 1.107
H -0.358 1.917 -0.101
H 1.927 0.871 -0.061

natural (NBO) population analysis, charges in e, atoms 1 to 4: -0.60 0.48 -0.51 0.10

***

B) Here is one molecule with the formula C4H3NO2 from OMol25. Energies are from ωB97M-V/def2-TZVPD.

The HOMO energy comes out at -10.066 eV. Its charge is 0. Its gap between HOMO and LUMO is 9.92 eV. For the LUMO energy, the calculation gives -0.148 eV. Its SMILES is O=Cc1ccon1.

Cartesian coordinates (Å):
O -2.356 0.992 -1.059
C -1.697 -0.009 -0.990
C -0.393 -0.103 -0.254
C 0.358 0.909 0.498
C 1.509 0.188 0.689
O 1.463 -1.067 0.247
N 0.261 -1.218 -0.406
H -1.993 -0.955 -1.490
H 0.461 0.752 1.648
H 2.429 0.521 1.151

natural (NBO) population analysis, charges in e, atoms 1 to 4: -0.47 0.40 0.03 -0.45

***

C) Here is a 3-piece molecular cluster, C4H3NO2 overall from OMol25. Energies are from ωB97M-V/def2-TZVPD.

The HOMO energy comes out at -10.259 eV. Its charge is 0. Its gap between HOMO and LUMO is 8.41 eV. For the LUMO energy, the calculation gives -1.850 eV.

Cartesian coordinates (Å):
C -0.441 -1.868 -0.610
C -0.491 -3.108 -0.563
C -1.698 1.265 0.081
C -0.268 -0.666 -1.016
N 1.626 0.206 0.426
O -0.854 1.992 0.404
O -2.556 0.630 -0.341
H 2.277 0.769 -0.070
H 1.680 0.162 1.409
H 0.725 0.619 0.280

natural (NBO) population analysis, charges in e, atoms 1 to 4: -0.84 0.39 1.03 0.36

***

D) Here is C4H3NO2 as an isolated structure from OMol25. Energies are from ωB97M-V/def2-TZVPD.

The HOMO energy comes out at -9.263 eV. Its charge is 0. Its gap between HOMO and LUMO is 7.93 eV. For the LUMO energy, the calculation gives -1.337 eV.

Cartesian coordinates (Å):
C 0.960 -1.438 -0.527
C 0.781 -0.001 -0.244
C -1.001 0.294 0.921
C -1.175 0.417 -0.441
H 1.771 0.665 -0.258
H -1.615 0.578 1.844
H -2.251 0.765 -0.882
N 2.164 -2.330 -0.466
O 0.381 0.312 1.151
O -0.015 0.737 -1.100

natural (NBO) population analysis, charges in e, atoms 1 to 4: 0.19 0.18 0.04 -0.02

***

Least stable structure: D)

***

A) Here is a 3-piece molecular cluster, C4H3NO2 overall from OMol25. Energies are from ωB97M-V/def2-TZVPD.

The HOMO energy comes out at -10.338 eV. Its charge is 0. Its gap between HOMO and LUMO is 8.19 eV. For the LUMO energy, the calculation gives -2.151 eV.

Cartesian coordinates (Å):
C 0.032 -1.842 1.096
C 0.631 -2.957 1.234
C 1.529 1.064 -1.165
C -0.919 -1.067 1.512
N -1.041 0.701 -0.359
O 1.265 2.041 -0.639
O 1.891 0.074 -1.622
H -0.482 -0.031 0.111
H -0.890 1.558 0.216
H -2.016 0.457 -0.385

natural (NBO) population analysis, charges in e, atoms 1 to 4: -0.82 0.41 1.04 0.34

***

B) Here is one molecule with the formula C4H3NO2 from OMol25. Energies are from ωB97M-V/def2-TZVPD.

The HOMO energy comes out at -11.323 eV. Its charge is 0. Its gap between HOMO and LUMO is 10.40 eV. For the LUMO energy, the calculation gives -0.922 eV. Its SMILES is N#C/C=C/C(=O)O.

Cartesian coordinates (Å):
N 3.628 -0.002 -0.221
C 2.488 0.072 -0.094
C 1.061 0.249 0.153
C 0.015 -0.528 0.144
C -1.397 0.149 0.076
O -1.708 1.298 -0.132
O -2.369 -0.751 -0.287
H 1.199 1.478 -0.033
H 0.169 -1.651 0.140
H -3.087 -0.315 0.253

natural (NBO) population analysis, charges in e, atoms 1 to 4: -0.28 0.23 -0.24 -0.27

***

Least stable structure: A)

***

A) Here is one molecule with the formula C4H3NO2 from OMol25. Energies are from ωB97M-V/def2-TZVPD.

The HOMO energy comes out at -10.811 eV. Its charge is 0. Its gap between HOMO and LUMO is 10.55 eV. For the LUMO energy, the calculation gives -0.259 eV. Its SMILES is N#CC(C=O)C=O.

Cartesian coordinates (Å):
N 0.394 -0.706 -2.288
C 0.387 -0.127 -1.288
C 0.108 0.386 0.053
C -1.435 0.104 -0.003
O -2.173 0.981 -0.355
C 1.145 -0.255 1.004
O 1.733 -1.267 0.731
H 0.185 1.474 0.147
H -1.768 -0.944 0.098
H 1.418 0.337 1.898

natural (NBO) population analysis, charges in e, atoms 1 to 4: -0.26 0.27 -0.53 0.46

***

B) Here is one molecule with the formula C4H3NO2 from OMol25. Energies are from ωB97M-V/def2-TZVPD.

The HOMO energy comes out at -9.981 eV. Its charge is 0. Its gap between HOMO and LUMO is 9.39 eV. For the LUMO energy, the calculation gives -0.587 eV. Its SMILES is O=c1ccnco1.

Cartesian coordinates (Å):
O -1.686 0.608 -1.787
C -0.994 0.076 -0.850
C 0.228 -0.553 -1.014
C 0.949 -0.570 0.118
N 0.894 0.069 1.233
C -0.202 0.690 1.352
O -1.248 0.450 0.464
H 0.417 -1.038 -1.847
H 2.007 -1.026 0.021
H -0.366 1.294 2.309

natural (NBO) population analysis, charges in e, atoms 1 to 4: -0.56 0.71 -0.35 0.08

***

Least stable structure: B)